A:
The following is a quantum chemistry calculation of an isolated molecule of C4H8OSi, from OMol25.

Calculated values
SMILES	C#C[Si](C)(C)O
2S+1	1
LUMO level	0.5	eV
E_HOMO	-9.935	eV

XYZ file:
```
14
C4H8OSi (ωB97M-V/def2-TZVPD)
C -3.16168 -0.39421 0.03875
C -2.01286 -0.06459 0.02542
Si -0.24320 0.49539 -0.03188
C 0.46999 -0.20678 -1.67827
C 0.39576 -0.28251 1.69381
O -0.47359 2.11718 0.01138
H -4.17464 -0.59659 0.18816
H 1.61344 -0.06776 -1.65020
H 0.29078 -1.34657 -1.70281
H -0.05182 0.23858 -2.52148
H 1.30970 0.21090 2.14213
H -0.41070 -0.16770 2.33379
H 0.75097 -1.19221 1.49560
H 0.15722 2.71402 -0.53303
```


B:
The following is a quantum chemistry calculation of an isolated molecule of C4H8OSi, from OMol25.

Calculated values
SMILES	O[SiH2]C1=CCC1
2S+1	1
LUMO level	0.7	eV
E_HOMO	-9.361	eV

XYZ file:
```
14
C4H8OSi (ωB97M-V/def2-TZVPD)
O -1.02305 -2.29879 1.84388
Si -1.55185 -0.95829 1.04226
C -0.27719 -0.19994 -0.11705
C 1.07045 -0.60141 -0.46134
C 1.38064 0.76214 -0.98347
C 0.05911 1.23868 -0.46715
H -0.06883 -2.30838 1.68831
H -1.69059 0.02052 2.14432
H -2.82714 -1.52856 0.59806
H 1.56965 -1.57791 -0.58712
H 2.37777 1.24540 -0.67351
H 1.54083 0.70225 -2.12973
H -0.42453 1.79385 -1.28359
H 0.02083 2.09360 0.38343
```


The most stable arrangement is A, and the next structure is 28.5 kcal/mol less stable.


A:
The following is a quantum chemistry calculation of a cluster of 2 separate species, C3H4N4O2 in total, from OMol25.

Calculated values
2S+1	1
LUMO level (spin up / spin down)	-3.2 / -3.2	eV
E_HOMO (spin up / spin down)	-9.836 / -9.778	eV

XYZ file:
```
13
C3H4N4O2 (ωB97M-V/def2-TZVPD)
C 0.87797 -1.60291 0.22729
C -0.23734 -0.87778 0.14406
C 1.47114 0.42401 -0.30968
N 1.91196 -0.77100 -0.08665
N 0.14591 0.38593 -0.21093
N -1.01560 2.12569 0.24838
N -0.45081 2.98438 1.02370
O 0.26971 2.59486 1.93797
O -0.83015 4.15061 0.86034
H 1.19804 -2.67684 0.42090
H -1.22492 -1.10100 0.31488
H 2.01687 1.24501 -0.21924
H -1.46981 2.53681 -0.53934
```


B:
The following is a quantum chemistry calculation of a cluster of 4 separate species, C3H4N4O2 in total, from OMol25.

Calculated values
2S+1	1
LUMO level	-1.2	eV
E_HOMO	-10.152	eV

XYZ file:
```
13
C3H4N4O2 (ωB97M-V/def2-TZVPD)
C -0.35240 1.64149 0.20200
C 0.94565 -0.51003 -0.03810
C -1.35604 -0.53959 -0.05674
H -1.35567 2.06642 1.16642
H 1.03738 2.05525 0.61271
H -0.65862 2.00787 -1.18570
H 2.87172 -0.62041 -0.51928
N -0.22487 0.21516 0.13430
N 2.07987 0.13415 -0.21100
N 0.87564 -1.87931 -0.02573
N -0.13487 -2.58094 0.19638
O -1.27754 -1.92436 0.02646
O -2.45027 -0.06571 -0.30171
```


The most stable arrangement is B, and the next structure is 35.7 kcal/mol less stable.


A:
The following is a quantum chemistry calculation of an isolated molecule of CH4O3S, from OMol25.

Calculated values
2S+1	1
LUMO level	-0.7	eV
E_HOMO	-9.736	eV

XYZ file:
```
9
CH4O3S (ωB97M-V/def2-TZVPD)
C -1.50018 -0.15488 0.23832
O 0.53765 -1.59862 -0.47406
O 2.31730 0.75988 0.08050
O 0.69848 0.87857 -0.20644
S 0.31108 -0.56679 0.49505
H -1.48142 0.50873 -0.65274
H -1.77853 0.38185 1.07947
H -1.91917 -1.25300 0.08452
H 2.81479 1.04426 -0.64464
```


B:
The following is a quantum chemistry calculation of an isolated molecule of CH4O3S, from OMol25.

Calculated values
SMILES	OCOSO
2S+1	1
LUMO level	-0.1	eV
E_HOMO	-9.536	eV

XYZ file:
```
9
CH4O3S (ωB97M-V/def2-TZVPD)
O -0.85325 0.37397 -1.65514
C 0.22600 0.53059 -0.83012
O 0.83330 -0.55953 -0.31974
S -0.23853 -1.40543 1.08841
O -0.37984 -0.41921 2.30322
H -1.04537 -0.53952 -1.79258
H -0.06009 1.18640 -0.01832
H 1.05608 1.12289 -1.47011
H 0.46170 -0.29017 2.69439
```


The most stable arrangement is B, and the next structure is 48.4 kcal/mol less stable.


A:
The following is a quantum chemistry calculation of an isolated molecule of C4H6BrNO2, from OMol25.

Calculated values
SMILES	N[C@@H]1CC(=O)O[C@@H]1Br
2S+1	1
LUMO level	0.5	eV
E_HOMO	-9.983	eV

XYZ file:
```
14
C4H6BrNO2 (ωB97M-V/def2-TZVPD)
N -1.41063 -0.93653 0.78860
C -0.51198 0.10733 0.33592
C -0.13999 0.04913 -1.13317
C 1.23385 0.67697 -1.15077
O 1.84412 1.14907 -2.08411
O 1.72854 0.72771 0.12484
C 0.85801 0.12756 1.02473
Br 1.52286 -1.69168 1.31180
H -1.96225 -0.60554 1.56056
H -2.05132 -1.17044 0.04778
H -0.98196 1.07477 0.48954
H -0.17863 -0.92975 -1.57910
H -0.75717 0.74487 -1.68383
H 0.80655 0.67653 1.94721
```


B:
The following is a quantum chemistry calculation of an isolated molecule of C4H6BrNO2, from OMol25.

Calculated values
SMILES	N#C[C@H](O)[C@H](Br)CO
2S+1	1
LUMO level	0.3	eV
E_HOMO	-10.397	eV

XYZ file:
```
14
C4H6BrNO2 (ωB97M-V/def2-TZVPD)
N 2.84539 -0.67540 0.95728
C 1.78302 -0.90045 0.59956
C 0.36052 -1.23248 0.04399
O 0.27757 -1.24918 -1.38659
C -0.58573 0.07913 0.53964
Br -2.39897 -0.40419 0.05625
C -0.11348 1.38447 -0.20676
O -1.03197 2.38030 -0.09300
H -0.19517 -2.13059 0.39569
H 0.63281 -2.11299 -1.79795
H -0.45787 0.27589 1.69809
H -0.05304 0.92861 -1.17427
H 0.85788 1.55938 0.41075
H -1.92096 2.09752 -0.04268
```


C:
The following is a quantum chemistry calculation of an isolated molecule of C4H6BrNO2, from OMol25.

Calculated values
2S+1	1
LUMO level	-0.6	eV
E_HOMO	-9.284	eV

XYZ file:
```
14
C4H6BrNO2 (ωB97M-V/def2-TZVPD)
C 0.40294 -0.50086 -0.14356
C -0.50550 0.23099 -1.09578
C -0.15780 -0.15878 1.22104
C -1.69730 0.39810 -0.12175
N -2.13802 1.82310 -0.00238
O -1.35555 2.69048 -0.27853
O -3.29745 1.96326 0.33557
Br -3.17235 -0.77623 0.00215
H 0.23368 -1.55854 -0.53113
H 1.55136 -0.48147 -0.25086
H -0.09251 1.20312 -1.43711
H -0.86432 -0.47136 -1.89072
H -0.67112 -1.01365 1.77198
H 0.00534 0.79948 1.76983
```


The most stable arrangement is A, and the next structure is 53.2 kcal/mol less stable.


A:
The following is a quantum chemistry calculation of a cluster of 2 separate species, C2H4FNO in total, from OMol25.

Calculated values
2S+1	1
LUMO level	0.9	eV
E_HOMO	-9.719	eV

XYZ file:
```
9
C2H4FNO (ωB97M-V/def2-TZVPD)
C 0.81854 1.62813 1.03980
C -0.20948 -1.29988 -0.78567
N 1.51562 2.38719 1.96299
O -1.41111 -1.26410 -0.77558
F 1.05859 2.39188 -0.06372
H 0.44642 -1.72365 -1.56261
H 0.38609 -1.17721 0.14834
H 1.96704 3.19259 1.55180
H 1.60082 2.11765 2.98989
```


B:
The following is a quantum chemistry calculation of a structure of composition C2H4FNO, from OMol25.

Calculated values
2S+1	1
LUMO level	0.5	eV
E_HOMO	-10.164	eV

XYZ file:
```
9
C2H4FNO (ωB97M-V/def2-TZVPD)
C 1.16545 -0.63700 -0.17229
C 0.30439 0.52328 -0.25110
N -1.20832 -0.13071 0.67789
O 2.32746 -0.56798 -0.38211
F -2.10948 -0.29853 -0.42045
H 0.58874 -1.60812 0.27974
H 0.83201 1.31694 0.23283
H -0.30053 0.78796 -1.16623
H -1.59973 0.61416 1.20172
```


The most stable arrangement is A, and the next structure is 33.9 kcal/mol less stable.